[1]
Density functional theory data (ωB97M-V/def2-TZVPD) for a structure of composition C30H37CuN6O3Si3 at a distorted geometry.

```
80
Properties=species:S:1:pos:R:3:forces:R:3:mulliken_charge:R:1
C -3.241427 2.242002 2.288013 0.698 0.214 -0.887 0.735
H -3.110430 -3.465328 -0.102291 -0.025 -0.127 0.009 0.632
C -2.029018 3.056439 -3.625563 0.112 0.012 0.199 -0.777
C 3.178742 2.817099 0.117923 -0.567 -0.338 0.282 -1.548
C -1.676185 -3.059404 3.625525 0.100 0.204 0.015 -0.790
H 1.568195 -3.550883 -1.585163 0.087 -0.042 -0.221 0.441
C -1.793308 1.244689 -2.073003 -0.139 0.331 -0.399 0.365
N -6.125724 0.751774 3.454532 -0.092 -0.082 -0.015 -0.502
H 0.633007 1.957562 -3.043696 -0.217 0.009 -0.028 0.146
C -2.784568 -2.531105 -0.527682 0.362 0.430 0.057 -0.816
H 0.050905 3.573690 1.824929 0.005 0.075 0.043 0.219
N -2.391894 2.158283 1.495360 -0.516 0.163 0.687 -0.141
H 0.992715 -4.135833 -0.037465 0.065 -0.173 0.178 0.390
C 2.043495 -0.184634 -0.340690 -0.200 0.650 0.494 0.842
H -2.272354 -3.865642 1.742024 -0.080 -0.050 -0.113 0.510
C 0.982433 -1.105403 -3.213543 0.319 0.330 0.317 -1.084
C -1.009362 3.324375 -1.496192 0.085 0.645 -0.095 -0.362
H 4.618856 0.331994 -2.234416 0.137 0.162 0.220 0.295
H 2.357044 -3.305392 2.386312 0.109 -0.173 -0.117 0.510
H -2.367478 3.447376 -4.574474 0.011 0.000 -0.052 0.435
C -2.079652 -0.121835 -1.606023 -0.416 -0.597 -0.553 0.405
H 4.029182 2.563184 -0.504658 0.148 -0.162 -0.167 0.366
H -1.280829 4.937840 -2.901347 0.082 0.049 0.099 0.435
H 2.927873 0.322767 3.120939 -0.099 -0.181 0.197 0.397
C 3.907285 -0.217007 -2.840963 -0.703 0.101 0.006 -1.361
C -5.278169 1.521238 3.317954 -0.701 -0.725 0.107 0.065
C 1.700782 1.792339 -2.963174 0.021 -0.340 0.432 -1.015
C 3.439067 0.913432 2.369973 -0.662 0.151 -0.290 -1.597
C -4.248308 2.447783 3.180053 0.018 -0.080 0.043 -0.204
H -3.183196 -0.800493 -3.359154 -0.048 0.003 -0.087 0.698
H 0.136232 2.458386 3.190875 -0.005 0.053 0.070 0.166
H 4.347086 0.387565 2.097438 0.160 -0.151 -0.173 0.366
N -1.664076 -0.439882 -0.377991 -0.294 0.473 0.377 1.191
C -1.423482 3.888619 -2.693877 -0.049 -0.275 0.004 -0.753
C -3.179783 -2.242365 -1.822210 -0.285 -0.338 -0.288 -1.199
H 3.545916 3.460991 0.914049 0.037 0.064 0.204 0.434
H 1.610871 3.246136 2.603245 0.075 -0.002 0.004 0.348
Cu -0.978303 0.988271 0.798836 0.980 -1.173 -1.050 -0.286
Si 2.225323 -1.963295 0.270707 0.553 0.682 -0.442 0.126
H 0.150501 -2.837897 -0.851572 -0.230 0.095 -0.094 0.179
N -1.158021 -0.744137 2.222850 -0.014 0.812 -0.944 0.480
O -4.255283 -4.333125 -2.074874 -0.117 -0.719 0.478 -0.723
O -4.415562 -2.835699 -3.747164 -0.216 0.361 -0.774 -0.725
C -1.664816 -1.801793 1.585448 -0.030 -0.372 0.426 0.510
C 1.900979 -2.355402 2.116135 -0.013 0.328 -0.448 -0.860
C 1.133431 -3.242692 -0.640983 0.319 0.405 0.248 -1.111
H -0.985964 -1.956007 5.338675 0.067 0.096 0.040 0.454
H 0.759551 -0.694578 -4.195009 0.035 0.151 -0.205 0.393
H -1.891525 -3.964298 4.175814 0.017 -0.048 -0.007 0.438
H 4.181351 -1.263514 -2.796508 0.060 -0.320 0.077 0.336
N -1.196452 2.054523 -1.197098 0.041 -0.811 0.797 0.755
C -4.222422 3.598396 3.962586 0.082 0.881 0.617 0.032
H -0.516003 3.919326 -0.740058 0.031 0.081 0.052 0.257
C -1.904980 -3.000021 2.264583 0.070 0.271 -0.107 -0.557
C -4.062085 -3.267591 -2.653141 0.587 0.642 0.532 0.384
H 2.120598 2.604294 -2.384175 0.109 0.252 0.128 0.325
H 0.037529 -1.266611 -2.708007 -0.194 -0.089 0.111 0.133
H 2.313370 -1.602755 2.773361 0.112 0.199 0.234 0.292
H -0.485399 0.073638 3.967650 0.027 0.063 0.047 0.329
N -4.185292 4.554883 4.606488 0.000 0.079 0.047 -0.508
H 2.111946 1.869079 -3.968480 0.104 -0.170 -0.116 0.514
H 2.492672 3.408154 -0.477193 -0.156 0.169 -0.220 0.349
O 0.848609 1.729655 1.413289 -1.384 0.193 0.295 0.723
Si 2.107080 0.074426 -2.211284 0.577 -0.302 0.647 0.076
C -2.020199 -1.600538 0.174768 -0.531 -0.704 -0.526 0.633
H 4.029938 0.106378 -3.870559 -0.002 0.078 -0.298 0.370
C -2.204586 1.719131 -3.323432 0.126 -0.125 0.202 -0.616
C -2.830179 -1.018319 -2.364507 0.322 0.169 0.373 -1.038
H 4.734149 -1.798661 0.472494 0.111 0.239 0.122 0.282
H -2.662020 1.058575 -4.043622 -0.031 -0.040 0.052 0.496
C -1.169834 -1.942962 4.275965 -0.053 -0.040 -0.237 -0.690
H 1.441914 -2.075478 -3.365095 0.096 -0.231 0.006 0.453
H 4.245546 -3.482857 0.529764 0.026 -0.282 0.125 0.366
C -0.904895 -0.814762 3.515934 0.095 0.055 0.653 -0.415
H 4.307984 -2.635448 -0.999865 0.059 0.013 -0.333 0.327
Si 2.344261 1.237940 0.823595 1.728 -1.911 -1.739 0.254
C 4.054401 -2.528971 0.046937 -0.706 -0.016 0.119 -1.340
H 0.841798 -2.437734 2.323352 -0.250 -0.031 0.051 0.046
C 0.661940 2.804640 2.299704 0.042 0.569 0.468 -1.133
H 3.738504 1.843477 2.848123 0.023 0.219 0.036 0.447
```
Positions in Å, forces in eV/Å.

The value obtained for the HOMO energy (spin up / spin down) is -4.53 / -4.51 eV. The calculation puts the frontier orbital gap (spin up / spin down) at 5.6 / 4.7 eV. The expectation value of S² is 0.753. The net charge is -1. The spin multiplicity is 2. The energy above the lowest of the compared OMol25 structures with the same formula, charge and spin is 31.4 kcal per mole. The calculation puts the total energy at -4228.77893 hartree.


[2]
Density functional theory data (ωB97M-V/def2-TZVPD) for a structure of composition C30H37F3N7O2Ti.

```
80
Properties=species:S:1:pos:R:3:forces:R:3:mulliken_charge:R:1
H 4.184947 4.746162 -0.957343 0.016 0.002 0.006 0.503
C 6.976352 4.388446 0.369004 0.030 0.020 0.009 -0.527
H -3.540976 3.206947 -0.461866 0.003 -0.004 0.004 0.362
C -4.422337 1.510064 1.540937 -0.009 0.002 -0.008 -1.470
C 1.464072 -0.551551 2.941113 -0.011 0.017 -0.018 -0.455
C 4.103424 2.308795 0.311472 -0.049 -0.027 0.000 -0.440
H 7.132483 7.667882 1.131686 0.002 0.000 0.000 0.430
H -0.829592 -2.460848 1.573179 0.011 -0.010 -0.002 0.560
F 0.710887 -4.051014 5.886237 -0.013 0.014 0.004 -0.232
H 2.683925 6.579119 1.978466 -0.005 0.003 0.005 0.410
H 2.656898 -4.325861 0.023344 0.001 -0.004 0.003 0.424
C 4.924332 5.131628 1.449834 -0.001 0.021 0.017 1.008
H -5.252177 2.121536 1.894914 0.001 -0.001 0.003 0.424
H 2.202453 -0.625273 4.949369 -0.003 0.002 -0.002 0.553
C 1.928046 2.210573 -0.788742 -0.065 -0.019 0.101 0.878
N 1.924889 -3.870324 -1.907177 -0.017 -0.044 -0.015 0.104
C -0.150450 -2.655389 3.599885 -0.031 0.034 0.015 -0.982
H -1.927898 -2.452091 -3.982160 -0.005 -0.003 0.004 0.186
C 5.460142 6.410579 1.542507 0.018 0.001 -0.008 -0.693
C 2.941352 5.734261 2.617733 0.028 -0.006 -0.020 -0.967
H -1.920365 3.488523 2.932547 0.000 0.004 0.004 0.346
H -2.706501 2.060971 3.634642 -0.002 0.000 0.002 0.372
C 6.732101 6.666635 1.047921 -0.007 -0.001 0.000 -0.737
H 2.149806 -2.252358 -0.100110 -0.006 -0.027 -0.008 -0.072
H -1.654430 -0.140465 -1.467552 -0.008 -0.008 -0.011 0.043
H 7.553757 3.587333 -0.076103 -0.002 0.000 -0.004 0.471
N 0.645614 -1.069202 2.011805 0.000 0.026 0.007 0.245
H 8.487640 5.877740 0.088087 -0.001 0.005 -0.003 0.428
H 0.799317 -5.315027 -2.994246 0.005 0.000 0.007 0.389
N -0.846150 -0.750585 -1.446578 0.046 0.056 -0.073 -0.107
C 1.178350 3.954642 -2.250965 0.000 -0.005 0.014 -0.796
H 0.427076 4.349753 -2.922025 -0.002 0.000 0.002 0.472
H -4.673269 1.145034 0.544543 0.006 -0.001 0.002 0.373
H 2.545936 -5.402180 -3.178501 -0.001 -0.015 0.004 0.294
C 2.337263 4.682831 -2.001722 0.008 -0.012 0.013 -1.069
H 3.493661 6.079242 3.491593 -0.001 0.004 0.002 0.399
C 0.730552 -2.720222 5.952942 -0.013 0.021 0.003 0.719
C -3.146825 2.367868 1.517945 0.036 -0.001 0.023 1.698
C 1.139859 -2.835730 -1.635907 -0.050 0.046 -0.016 0.222
C 5.698113 4.136926 0.843819 -0.023 -0.037 -0.045 0.191
C 3.026197 -4.190479 -0.994436 0.010 0.008 -0.020 -1.008
Ti 0.432808 -0.245097 0.083428 0.150 0.233 -0.081 -0.105
H -3.654840 3.506480 3.272695 0.001 -0.001 0.007 0.420
N 5.201847 2.787198 0.802688 0.001 0.027 0.030 0.123
C -3.315862 3.550102 0.548428 -0.003 0.007 -0.004 -1.520
H 5.794658 2.116465 1.279537 0.015 0.005 -0.014 0.342
H -0.802433 -3.485786 3.834002 -0.005 0.004 0.003 0.506
C 1.709299 -4.718885 -3.089307 0.027 0.030 0.005 -1.028
H 3.796415 -3.417268 -1.018990 -0.003 0.006 -0.005 0.364
H 2.036928 5.226047 2.935320 -0.009 -0.002 -0.005 0.183
C 3.107954 2.932563 -0.510646 0.028 0.015 -0.011 0.394
H -0.052708 -3.319520 -3.222038 -0.003 0.005 -0.002 0.199
C -0.163468 -2.092594 2.344340 0.088 -0.034 -0.009 -0.348
C -1.093624 0.858535 0.664150 0.006 -0.062 0.062 -0.306
N 0.064518 -2.643296 -2.484222 0.019 0.035 0.039 -0.015
C 0.714733 -2.128618 4.551135 -0.002 -0.012 -0.010 0.311
H -4.147782 4.166427 0.888940 0.002 0.002 0.001 0.436
H -2.419291 4.169598 0.521669 0.002 -0.001 -0.003 0.355
C -2.827694 2.884528 2.931086 0.001 -0.001 -0.012 -1.466
H 2.068298 0.294586 2.640304 0.003 -0.001 -0.003 0.606
C 0.972365 2.725962 -1.645311 -0.025 0.032 -0.029 -0.352
H 2.495450 5.637873 -2.481813 0.004 -0.002 -0.005 0.470
O 1.698558 0.997066 -0.196086 -0.148 -0.190 0.005 -0.402
C 3.283360 4.180710 -1.136746 0.010 -0.002 -0.017 -0.431
C -2.029285 1.544727 1.055528 -0.043 -0.001 -0.029 0.356
F 1.817851 -2.337059 6.616778 -0.005 -0.003 0.011 -0.248
N -1.878060 -1.736313 -3.274946 0.011 -0.001 -0.006 -0.344
H 0.063160 2.167366 -1.824338 -0.005 0.006 -0.001 0.451
H -4.315309 0.658826 2.212974 0.000 0.002 0.002 0.361
C -0.895443 -1.672357 -2.379138 0.013 -0.028 -0.009 0.608
H 4.898512 7.208056 2.005530 -0.003 0.001 -0.002 0.473
H 1.690411 -4.119556 -4.001139 0.002 -0.014 -0.003 0.431
F -0.349898 -2.306600 6.616241 0.024 -0.026 -0.007 -0.213
H 3.947652 1.258815 0.532272 0.016 -0.008 -0.021 0.724
C 1.528395 -1.057081 4.223345 0.013 -0.006 0.012 -0.643
H 3.476802 -5.124620 -1.309880 0.005 -0.004 0.006 0.287
C 7.496329 5.666536 0.461428 -0.010 -0.012 0.010 -0.786
H -2.618502 -1.053188 -3.274619 -0.001 -0.001 -0.001 0.224
N 1.320322 -2.005169 -0.628782 -0.048 -0.063 0.068 -0.076
O 3.701994 4.761117 1.890081 -0.022 0.003 0.026 -0.290
```
Positions in Å, forces in eV/Å.

The value obtained for the HOMO energy is -15.35 eV. The calculation puts the frontier orbital gap at 6.1 eV. The net charge is +3. The energy above the lowest of the compared OMol25 structures with the same formula, charge and spin is 1.7 kcal per mole. The calculation puts the total energy at -2847.42364 hartree.